{"formula": "C4H7NO", "method": "wB97M-V/def2-TZVPD", "e_homo_ev": -8.57, "max_force_ev_per_a": 0.6, "e_above_lowest_kcal_mol": 120.2, "e_tot_ha": -286.440175, "elements": ["O", "C", "C", "C", "N", "C", "H", "H", "H", "H", "H", "H", "H"], "xyz": [[2.41158, 1.72274, -0.59850], [0.53421, -0.35915, -0.17482], [-0.22501, -1.64521, 0.08878], [-1.20494, -0.59668, -0.24754], [-1.51143, 0.16398, 0.95964], [-0.29739, 0.64364, 0.35063], [2.87759, 1.52144, 0.22244], [1.94787, 0.88003, -0.79151], [-0.34442, -1.98277, 1.11973], [-0.00679, -2.43661, -0.62353], [-1.74032, -0.44423, -1.17723], [-2.25591, 0.84106, 0.79713], [-0.18505, 1.69176, 0.07478]], "forces_ev_per_angstrom": [[0.149, -0.063, 0.109], [-0.030, 0.088, 0.125], [-0.090, -0.154, -0.003], [-0.364, -0.339, -0.250], [-0.046, -0.013, -0.012], [0.238, 0.277, -0.060], [-0.002, 0.130, -0.162], [-0.004, 0.074, 0.019], [-0.005, 0.049, -0.119], [-0.032, 0.140, 0.118], [0.106, 0.015, 0.148], [0.094, -0.038, 0.001], [-0.016, -0.166, 0.085]]}

=====

{"formula": "C4H11NO2", "method": "wB97M-V/def2-TZVPD", "smiles": "CC(=O)N(C)C.O", "e_homo_ev": -9.00, "max_force_ev_per_a": 3.5, "e_above_lowest_kcal_mol": 24.9, "e_tot_ha": -364.228526, "elements": ["O", "C", "N", "C", "C", "C", "H", "H", "H", "H", "H", "H", "H", "H", "H", "O", "H", "H"], "xyz": [[2.37248, -0.08913, 1.25242], [1.27283, -0.07447, 0.61075], [0.69968, 1.12998, 0.19550], [0.70698, -1.38933, 0.12021], [-0.56498, 1.22300, -0.55338], [1.28874, 2.44657, 0.40094], [-0.16140, -1.74356, 0.70076], [1.52358, -2.12329, 0.22542], [0.41976, -1.33262, -0.94323], [-1.22415, 0.40214, -0.22430], [-0.32544, 1.07580, -1.61995], [-1.10856, 2.17642, -0.44323], [2.07074, 2.55811, 1.17077], [0.41996, 3.06148, 0.69029], [1.68272, 2.82334, -0.55793], [-2.84866, -3.15507, -0.62241], [-2.49026, -3.40674, 0.25876], [-3.73405, -3.58264, -0.66139]], "forces_ev_per_angstrom": [[-3.137, 0.353, -1.526], [2.977, 1.345, 0.752], [-0.099, -0.794, 0.757], [-0.121, -0.228, -0.183], [0.302, -1.397, -0.278], [-0.193, 0.384, 0.184], [0.277, 0.273, -0.203], [-0.461, 0.357, 0.014], [-0.008, -0.014, 0.436], [0.115, 0.398, -0.294], [-0.425, 0.149, 0.158], [0.577, -0.373, 0.269], [-0.423, -0.691, -0.363], [0.657, 0.245, -0.030], [-0.056, -0.020, 0.295], [-0.511, -0.648, 0.874], [-0.433, 0.218, -0.943], [0.961, 0.443, 0.078]]}

=====

{"formula": "CH2BF3", "method": "wB97M-V/def2-TZVPD", "e_homo_ev": -9.33, "max_force_ev_per_a": 6.6, "e_above_lowest_kcal_mol": 49.4, "e_tot_ha": -363.689382, "elements": ["B", "C", "F", "F", "F", "H", "H"], "xyz": [[1.26522, 0.10917, 0.27502], [-0.92702, -0.06634, -0.38564], [-1.48147, 0.27230, 0.76532], [2.38398, -0.57566, 0.11779], [-1.41235, -1.30444, -0.60468], [-1.08374, 0.52678, -1.17772], [1.25539, 1.03820, 1.00992]], "forces_ev_per_angstrom": [[-2.157, -0.362, -0.642], [4.366, -3.434, 3.525], [-0.528, 1.434, 0.807], [-1.142, 0.147, -0.309], [0.358, -0.417, -0.817], [-0.954, 2.465, -2.663], [0.058, 0.167, 0.099]]}

=====

{"formula": "C50H55N6O8", "method": "wB97M-V/def2-TZVPD", "charge": 1, "e_homo_ev": -9.29, "max_force_ev_per_a": 12.3, "e_above_lowest_kcal_mol": 90.8, "e_tot_ha": -2867.872846, "elements": ["C", "C", "N", "C", "C", "N", "C", "C", "H", "H", "H", "H", "H", "H", "H", "H", "H", "H", "H", "N", "C", "C", "C", "C", "C", "H", "H", "H", "H", "H", "N", "C", "C", "C", "C", "C", "H", "H", "H", "H", "H", "N", "C", "C", "C", "C", "C", "H", "H", "H", "H", "H", "N", "C", "C", "C", "C", "C", "H", "H", "H", "H", "H", "C", "C", "C", "C", "C", "C", "O", "O", "H", "H", "H", "H", "H", "H", "C", "C", "C", "C", "C", "C", "O", "O", "H", "H", "H", "H", "H", "H", "C", "C", "C", "C", "C", "C", "O", "O", "H", "H", "H", "H", "H", "H", "C", "C", "C", "C", "C", "C", "O", "O", "H", "H", "H", "H", "H", "H"], "xyz": [[-0.53303, -1.32677, 0.40641], [-1.34303, -0.07077, -0.12059], [-0.40803, 0.95823, -0.79459], [-0.40003, 1.32123, -2.13059], [0.45797, 2.40023, -2.28859], [1.04497, 2.63123, -1.02959], [0.50097, 1.76423, -0.20559], [1.92597, 3.73223, -0.71059], [0.21197, -1.28477, -0.41559], [-1.46903, -2.07877, 0.47541], [-0.05403, -1.46577, 1.43941], [-2.04203, 0.44323, 0.61241], [-2.06803, -0.41777, -0.71059], [-0.95103, 0.71823, -2.78759], [0.59897, 2.91923, -3.25359], [0.68697, 1.76323, 0.86241], [2.86397, 3.23023, -0.88359], [1.86197, 4.02523, 0.46341], [1.61097, 4.43823, -1.28659], [3.60197, 3.28223, 2.74541], [4.16397, 2.24523, 3.18441], [4.78197, 2.28223, 4.52841], [4.77297, 3.50223, 5.30941], [4.13597, 4.66723, 4.74741], [3.60497, 4.45323, 3.53541], [4.18597, 1.42023, 2.65741], [5.41197, 1.43023, 4.93941], [5.32897, 3.42523, 6.05241], [4.27797, 5.48623, 5.43241], [3.01697, 5.35923, 3.24041], [-1.37503, 1.29523, 3.72141], [-1.69103, -0.07577, 3.46641], [-0.89903, -1.16577, 3.73641], [0.23097, -0.89777, 4.45641], [0.66697, 0.40923, 4.89241], [-0.19603, 1.50723, 4.40741], [-2.60803, -0.18377, 2.95341], [-1.11703, -2.12677, 3.55641], [0.89497, -1.71277, 4.86541], [1.61197, 0.54823, 5.53941], [0.24797, 2.58323, 4.53941], [0.28497, 5.89723, 1.02441], [-0.03903, 5.88823, 2.33041], [0.34897, 6.87123, 3.16141], [1.28697, 7.91923, 2.74841], [1.59197, 7.89723, 1.38641], [1.02597, 6.92023, 0.44541], [-0.48203, 4.88823, 2.52641], [0.09397, 6.87523, 4.30641], [1.57497, 8.83823, 3.16741], [1.99797, 8.85223, 0.98641], [1.27097, 7.02423, -0.46259], [-4.14503, -1.98077, 0.98841], [-4.91203, -1.37577, 1.99841], [-5.21003, -2.03077, 3.21141], [-4.76603, -3.26277, 3.48341], [-3.90303, -3.83377, 2.51941], [-3.66403, -3.23577, 1.19941], [-5.31703, -0.39177, 2.00341], [-5.91003, -1.65777, 3.86041], [-4.83803, -3.37977, 4.47141], [-3.40303, -4.89077, 2.58241], [-3.00503, -3.70177, 0.61941], [-1.70403, -3.76877, -3.10859], [-2.53103, -5.03377, -2.94759], [-3.87203, -4.93477, -3.45259], [-4.36603, -3.62877, -3.87459], [-3.58903, -2.46977, -4.04659], [-2.24303, -2.56877, -3.63359], [-1.46003, -1.53177, -3.74059], [-4.62803, -5.97277, -3.47459], [-0.75703, -3.94077, -2.76759], [-2.10703, -5.94277, -2.39459], [-5.48803, -3.51177, -4.32459], [-3.86303, -1.63277, -4.36459], [-1.62603, -0.78577, -4.29059], [-4.28403, -6.78477, -3.45259], [3.49197, 0.34523, -1.42559], [3.75497, 0.49123, -2.86459], [3.27997, -0.51277, -3.71659], [2.55897, -1.62077, -3.20159], [2.59297, -1.85477, -1.79459], [3.03797, -0.81677, -0.92059], [2.89097, -0.88777, 0.53441], [3.69797, -0.54177, -5.05459], [3.88797, 1.23223, -0.88759], [4.34797, 1.11223, -3.20359], [2.58197, -2.53577, -3.88759], [2.22697, -2.71977, -1.30359], [2.72697, -1.74277, 0.79441], [3.37197, -1.19977, -5.59959], [-0.05303, 3.91923, -5.44559], [-1.23203, 2.91923, -5.35359], [-0.82703, 1.56623, -5.42859], [0.44797, 1.23723, -5.44859], [1.48697, 2.12623, -5.68459], [1.25897, 3.50223, -5.70059], [2.28097, 4.38423, -5.65359], [-1.93103, 0.64123, -5.32059], [-0.64103, 5.03623, -5.30359], [-2.26203, 3.22523, -5.28559], [0.76397, 0.38423, -5.02859], [2.59697, 1.84423, -5.76959], [2.11197, 5.14723, -5.11259], [-2.74403, 1.14823, -5.70559], [-0.36903, -5.32077, 3.35141], [-1.14103, -6.72977, 3.18441], [-1.51403, -7.11677, 1.92541], [-0.99703, -6.31077, 0.72241], [-0.23703, -5.07777, 0.87541], [0.03997, -4.65377, 2.20441], [0.89197, -3.62177, 2.37241], [-2.10803, -8.25077, 1.74941], [-0.05503, -5.06577, 4.25141], [-1.00803, -7.44677, 4.11041], [-1.23803, -6.55377, -0.16659], [0.19397, -4.52577, -0.00059], [1.59697, -3.81577, 3.00441], [-2.67303, -8.39577, 2.35441]], "forces_ev_per_angstrom": [[-2.320, -0.023, 0.396], [2.888, 2.214, 4.500], [0.129, 0.347, 0.079], [1.071, 1.160, 1.140], [-0.826, -1.405, -0.227], [-2.643, -0.891, -1.468], [-0.914, -0.838, 1.853], [1.625, -4.643, 6.377], [-0.290, -1.766, 0.507], [2.744, 0.880, -0.859], [-0.588, 1.261, -1.636], [1.525, -0.080, -0.270], [-2.048, -1.256, -3.599], [-0.664, -0.231, -0.971], [0.403, -0.098, 1.097], [0.054, -0.055, -0.157], [0.994, 1.140, -0.260], [0.027, -0.766, -3.029], [-1.031, 4.797, -3.413], [-1.834, 4.645, -0.280], [2.329, 2.294, 6.859], [0.401, 1.135, 0.315], [-4.567, -2.355, -9.627], [2.519, -3.533, 2.585], [-2.008, 1.030, -1.780], [0.077, -4.155, -2.820], [-1.136, 0.987, -0.723], [4.472, 0.114, 7.138], [-0.857, 0.998, -0.807], [0.433, -1.196, -0.996], [2.034, -2.618, 0.863], [0.859, 3.154, 0.287], [0.588, 3.909, 1.291], [3.493, 1.078, 2.895], [-1.858, 0.039, -1.443], [1.212, -0.746, -0.011], [-0.935, -0.131, -0.409], [-1.188, -3.238, -1.049], [-0.909, 0.590, -0.809], [-1.806, -0.094, -1.316], [-1.499, -1.933, -0.222], [1.361, 1.604, -2.990], [0.577, -1.722, -2.199], [1.982, 2.869, 4.526], [-2.513, -2.886, -2.883], [-1.366, 0.282, -1.654], [-1.741, -0.571, 12.165], [-0.250, 1.270, 0.868], [0.203, -0.248, -2.419], [0.154, 0.498, 1.701], [0.341, -1.078, 0.062], [1.220, -0.002, -7.109], [-0.616, 0.868, 1.207], [1.150, -3.149, -0.041], [0.102, 1.269, -3.745], [3.172, -0.365, -3.967], [0.792, -2.262, -1.802], [-4.338, 3.083, 6.916], [0.143, 0.841, -1.329], [-1.277, 1.628, 1.580], [-0.305, -2.441, 3.659], [-1.005, 2.117, 0.508], [2.282, -1.580, -3.037], [-4.692, -2.455, -0.327], [0.132, 3.531, -0.814], [3.953, 3.429, 0.870], [-2.327, -0.193, -1.943], [3.218, -9.266, 4.087], [-1.205, -2.711, 0.065], [3.506, 1.096, 1.571], [-5.688, 2.540, -0.522], [2.626, 0.529, 0.632], [-0.721, 1.397, -1.212], [2.746, -0.799, 1.424], [-2.967, 6.781, -2.783], [-1.292, 0.538, -1.188], [2.674, -4.507, 0.263], [2.116, 2.518, -3.110], [-6.709, -7.744, 4.231], [0.132, -0.781, -0.330], [2.297, -1.832, 0.773], [-0.021, 2.346, -0.708], [-1.613, -1.239, 2.002], [0.999, 3.340, -3.456], [1.012, 3.345, 2.759], [-0.460, -1.134, 0.362], [5.449, 6.524, -3.064], [-0.906, 1.349, 0.994], [-0.354, -0.988, -0.111], [-0.712, -3.284, 0.800], [-1.386, -2.327, -1.105], [-6.418, 0.525, 0.310], [5.524, 0.915, -1.103], [-6.110, 2.777, 0.500], [2.984, 1.153, -0.909], [1.882, 0.740, -0.205], [-2.078, 0.682, 1.457], [1.238, -0.622, -0.917], [-0.327, 1.682, -1.104], [2.895, -2.844, -0.579], [-0.011, 0.253, 0.141], [0.876, -3.884, 0.534], [-1.963, -0.069, 0.422], [-0.525, 0.417, 0.142], [2.198, -1.560, 1.145], [-3.460, -5.447, -6.021], [3.315, 3.433, 2.133], [3.483, 4.320, -1.145], [1.614, 3.492, 8.461], [-1.582, -2.819, 0.295], [-0.380, -1.701, 1.046], [1.192, 1.872, -0.347], [4.656, -0.892, -8.162], [1.315, 1.221, 4.016], [-1.040, 1.517, -2.042], [-1.673, -2.201, -6.128], [-0.641, -0.650, 0.972], [-0.414, -0.139, -0.065], [-6.385, -1.918, 6.975]]}

=====

{"formula": "CH4IPS", "method": "wB97M-V/def2-TZVPD", "multiplicity": 3, "s_squared": 2.0064, "e_homo_ev": [-7.62, -9.79], "max_force_ev_per_a": 6.0, "e_above_lowest_kcal_mol": 11.4, "e_tot_ha": -1077.661134, "elements": ["C", "P", "S", "I", "H", "H", "H", "H"], "xyz": [[-0.21557, 0.75471, -0.05753], [0.65992, -0.40366, 1.14160], [0.91145, -1.99470, -0.19547], [4.65279, 0.12536, -0.05957], [-0.20819, 1.71988, 0.42804], [-1.38454, 0.48269, -0.20371], [0.14618, 0.62666, -0.97274], [1.35139, -2.95767, 0.63635]], "forces_ev_per_angstrom": [[-4.232, -1.548, 3.994], [-0.400, 0.278, -0.081], [-0.022, -0.105, -0.341], [-0.096, -0.051, -0.006], [0.315, 0.423, -0.464], [2.511, 0.386, 0.671], [1.947, 0.296, -3.896], [-0.022, 0.321, 0.123]]}

=====

{"formula": "C13H25N2O", "method": "wB97M-V/def2-TZVPD", "smiles": "CCCCCCCCCCCC[N-]OC#N", "charge": -1, "e_homo_ev": -2.22, "max_force_ev_per_a": 5.2, "e_tot_ha": -694.887980, "elements": ["C", "C", "C", "C", "C", "C", "C", "C", "C", "C", "C", "C", "N", "O", "C", "N", "H", "H", "H", "H", "H", "H", "H", "H", "H", "H", "H", "H", "H", "H", "H", "H", "H", "H", "H", "H", "H", "H", "H", "H", "H"], "xyz": [[-3.02878, 2.43828, -3.59769], [-3.02299, 1.13444, -2.64071], [-3.71125, 1.56214, -1.23269], [-2.62877, 1.93492, -0.10269], [-2.61850, 0.93462, 1.13903], [-2.17450, -0.54616, 0.68810], [-1.26935, -1.28388, 1.80583], [0.20729, -0.68619, 1.90431], [1.34678, -1.66675, 1.27891], [2.63919, -1.47669, 2.18892], [4.02236, -1.91826, 1.52508], [4.18274, -1.57308, -0.02271], [5.53838, -0.94042, -0.21735], [5.62498, -0.65954, -1.57485], [5.54365, 0.76435, -1.80189], [5.75496, 1.88440, -2.15629], [-4.08342, 2.88851, -3.61822], [-2.34390, 3.20858, -3.12696], [-2.68979, 2.16743, -4.65083], [-1.97906, 0.73536, -2.45666], [-3.63863, 0.30186, -3.10829], [-4.29118, 2.52141, -1.47773], [-4.48649, 0.80087, -0.89410], [-1.59925, 1.92227, -0.60771], [-2.89572, 2.98485, 0.25661], [-1.91850, 1.28500, 1.97722], [-3.67078, 0.95187, 1.59441], [-3.14576, -1.13383, 0.53452], [-1.64264, -0.46975, -0.31321], [-1.85513, -1.15236, 2.78535], [-1.23182, -2.40300, 1.56069], [0.40905, -0.46285, 3.00276], [0.30280, 0.31453, 1.35239], [1.46474, -1.33787, 0.20331], [0.88855, -2.71647, 1.33776], [2.73591, -0.41993, 2.62527], [2.48632, -2.15289, 3.10805], [4.29260, -3.01607, 1.68833], [4.84490, -1.32504, 2.06675], [4.21538, -2.56865, -0.58838], [3.42561, -0.82600, -0.43465]], "forces_ev_per_angstrom": [[0.026, -0.786, 0.546], [-0.999, 0.605, 0.303], [0.308, 0.477, -0.624], [-0.347, -0.157, 0.065], [0.144, 0.013, -0.154], [-0.592, 0.107, 0.580], [-0.765, 0.526, -0.734], [-0.075, -0.153, -0.097], [-1.284, 1.149, 1.255], [0.374, -1.235, 0.149], [0.645, 0.837, -0.057], [1.801, 0.126, 0.039], [-1.125, -1.270, 3.167], [-0.374, 4.530, -2.468], [1.264, -0.559, -1.208], [-0.939, -3.362, 1.354], [1.490, -0.743, -0.122], [-0.698, -0.804, -0.757], [-0.386, 0.549, 1.364], [-1.170, 0.552, -0.333], [0.786, 1.007, 0.430], [0.637, -1.388, 0.480], [1.157, 0.805, -0.261], [-1.349, 0.263, 0.864], [0.698, -1.313, -0.371], [-0.834, -0.261, -1.331], [1.390, -0.269, -0.592], [1.427, 0.576, 0.035], [-0.489, -0.242, 1.241], [0.978, -0.288, -1.242], [-0.019, 1.540, 0.422], [0.000, -0.399, -1.367], [-0.363, -1.280, 0.809], [0.198, -0.702, 1.261], [1.118, 1.288, -0.208], [-0.302, -1.324, -1.050], [0.093, 1.013, -1.136], [-0.727, 1.361, -0.159], [-1.034, -0.816, -0.838], [-0.902, 1.110, 0.298], [0.238, -1.083, 0.448]]}

=====

Please write out number 5 again, unchanged.
{"formula": "CH4IPS", "method": "wB97M-V/def2-TZVPD", "multiplicity": 3, "s_squared": 2.0064, "e_homo_ev": [-7.62, -9.79], "max_force_ev_per_a": 6.0, "e_above_lowest_kcal_mol": 11.4, "e_tot_ha": -1077.661134, "elements": ["C", "P", "S", "I", "H", "H", "H", "H"], "xyz": [[-0.21557, 0.75471, -0.05753], [0.65992, -0.40366, 1.14160], [0.91145, -1.99470, -0.19547], [4.65279, 0.12536, -0.05957], [-0.20819, 1.71988, 0.42804], [-1.38454, 0.48269, -0.20371], [0.14618, 0.62666, -0.97274], [1.35139, -2.95767, 0.63635]], "forces_ev_per_angstrom": [[-4.232, -1.548, 3.994], [-0.400, 0.278, -0.081], [-0.022, -0.105, -0.341], [-0.096, -0.051, -0.006], [0.315, 0.423, -0.464], [2.511, 0.386, 0.671], [1.947, 0.296, -3.896], [-0.022, 0.321, 0.123]]}